The following is a DFT calculation (ωB97M-V/def2-TZVPD) of a structure of composition C15H23HgN3O5S.

The geometry in XYZ format:
```
48
Properties=species:S:1:pos:R:3
C -1.340 2.714 3.090
C -2.016 1.695 3.201
C -2.717 0.351 2.903
C -1.878 -0.901 3.354
C -0.340 -0.823 3.005
N 0.075 -1.459 1.717
C -0.920 -1.281 0.634
O -0.357 -1.658 -0.628
C -1.389 -1.847 -1.606
C -1.964 -0.462 -2.178
O -2.475 -0.657 -3.498
C -3.845 -0.247 -3.615
C -4.826 -1.431 -3.205
C 1.242 -0.666 1.276
O 1.118 0.410 0.733
O 2.539 -1.127 1.528
C 3.359 -1.011 0.348
C 4.398 0.214 0.437
S 3.801 1.511 -0.725
C 5.174 2.495 -1.300
N 6.391 2.823 -0.730
N 7.004 3.559 -1.678
C 6.170 3.678 -2.769
O 4.969 3.021 -2.563
H -0.997 3.772 3.209
H -3.064 0.233 1.837
H -3.671 0.345 3.519
H -2.375 -1.815 2.908
H -1.962 -1.030 4.480
H 0.111 0.247 3.021
H 0.201 -1.411 3.825
H -1.329 -0.235 0.537
H -1.803 -1.975 0.800
H -2.262 -2.464 -1.230
H -0.951 -2.401 -2.490
H -1.080 0.252 -2.184
H -2.782 -0.120 -1.480
H -4.096 0.651 -2.985
H -4.094 0.022 -4.679
H -5.021 -1.425 -2.097
H -5.797 -1.376 -3.769
H -4.337 -2.419 -3.460
H 3.995 -1.944 0.285
H 2.738 -0.962 -0.586
H 4.380 0.559 1.511
H 5.425 -0.182 0.193
H 6.347 4.200 -3.745
Hg 0.253 0.578 4.850
```

Output
energy = -1676.3976 a.u.
F_max = 3.58 eV/A
total charge = +2
2S+1 = 1

***

The following is a DFT calculation (ωB97M-V/def2-TZVPD) of a cluster of 12 separate species, C25H42BrF17N13O22S in total.

The geometry in XYZ format:
```
121
Properties=species:S:1:pos:R:3
F -4.946 2.080 -4.058
C -4.265 1.901 -2.929
F -5.020 1.220 -2.081
F -3.191 1.173 -3.223
C -3.897 3.285 -2.356
F -5.046 3.984 -2.360
F -3.058 3.901 -3.189
C -3.384 3.325 -0.886
F -3.087 4.604 -0.623
F -4.404 2.992 -0.089
C -2.176 2.396 -0.591
F -1.352 2.468 -1.661
F -2.640 1.161 -0.440
C -1.348 2.842 0.636
F -0.637 3.933 0.364
F -2.218 3.168 1.611
C -0.422 1.759 1.265
F 0.212 2.382 2.290
F -1.141 0.780 1.798
C 0.651 1.164 0.333
F 0.022 0.291 -0.483
F 1.199 2.091 -0.456
C 1.770 0.372 1.058
F 2.423 -0.297 0.069
F 1.222 -0.548 1.848
C 2.786 1.211 1.758
C 3.736 2.027 1.219
C 4.034 2.318 -0.211
C 5.438 2.916 -0.413
C 5.457 4.420 -0.607
Br 4.436 5.428 0.714
N 4.409 2.554 2.260
C 3.932 2.116 3.413
N 2.940 1.301 3.131
S 2.099 0.570 4.473
H 3.867 1.466 -0.851
H 3.345 3.100 -0.512
H 6.117 2.679 0.402
H 5.871 2.469 -1.298
H 5.114 4.716 -1.589
H 6.477 4.763 -0.512
H 5.186 3.198 2.230
H 4.263 2.334 4.406
H 2.663 -0.659 4.491
C 2.836 -3.326 1.298
N 3.044 -3.964 2.618
O 3.386 -5.122 2.660
O 2.829 -3.257 3.590
H 3.042 -4.033 0.507
H 1.803 -3.016 1.280
H 3.504 -2.471 1.242
C -8.332 3.595 -2.215
N -9.673 3.939 -2.762
O -10.376 4.678 -2.107
O -9.963 3.451 -3.832
H -8.209 4.098 -1.263
H -8.297 2.515 -2.095
H -7.593 3.931 -2.934
C 4.765 -3.740 6.928
N 5.174 -2.590 6.068
O 6.353 -2.341 5.959
O 4.284 -1.968 5.515
H 5.653 -4.189 7.341
H 4.121 -3.344 7.704
H 4.225 -4.433 6.292
C 6.766 0.057 -4.204
N 6.711 -0.328 -2.769
O 6.875 -1.484 -2.480
O 6.501 0.568 -1.961
H 6.957 -0.835 -4.787
H 5.807 0.496 -4.460
H 7.568 0.781 -4.315
C 1.309 3.144 -4.074
N 2.778 2.991 -4.268
O 3.511 3.167 -3.307
O 3.154 2.701 -5.375
H 1.124 3.404 -3.039
H 0.975 3.930 -4.744
H 0.848 2.196 -4.335
C 0.580 -2.652 -2.560
N 1.867 -2.247 -3.183
O 1.858 -1.300 -3.949
O 2.845 -2.892 -2.881
H -0.191 -1.982 -2.925
H 0.379 -3.670 -2.849
H 0.700 -2.570 -1.486
C -6.846 -1.310 -1.530
N -8.194 -1.204 -0.914
O -8.767 -0.135 -0.989
O -8.630 -2.194 -0.368
H -6.601 -0.354 -1.965
H -6.151 -1.569 -0.740
H -6.883 -2.087 -2.288
C -0.566 -6.782 0.018
N -0.072 -5.506 -0.569
O -0.635 -5.075 -1.554
O 0.873 -4.977 -0.014
H -1.401 -7.130 -0.578
H 0.257 -7.489 -0.005
H -0.868 -6.572 1.039
C -7.635 0.645 2.544
N -6.213 0.411 2.170
O -5.364 0.549 3.020
O -5.997 0.091 1.015
H -7.672 0.919 3.590
H -8.010 1.444 1.911
H -8.176 -0.279 2.357
C 3.026 -7.279 9.614
N 3.379 -6.119 8.749
O 4.557 -5.845 8.622
O 2.463 -5.523 8.227
H 3.941 -7.704 10.006
H 2.390 -6.906 10.411
H 2.491 -7.993 8.996
C -3.078 1.979 -6.410
N -1.804 1.616 -7.090
O -0.786 1.647 -6.422
O -1.869 1.315 -8.257
H -2.849 2.218 -5.384
H -3.499 2.835 -6.929
H -3.741 1.122 -6.478
```

Output
energy = -8013.6006 a.u.
F_max = 1.64 eV/A
total charge = +1
2S+1 = 1